1.
The following is a quantum chemistry calculation of 2 unconnected molecules or ions with the total composition C10H13ClO3Si, from the Open Molecules 2025 dataset.

XYZ file:
```
28
Properties=species:S:1:pos:R:3:forces:R:3
C -1.110 -1.343 -1.261 0.168 0.166 0.225
C -1.697 -0.312 0.832 0.407 0.120 0.028
C -2.424 -1.713 -1.441 -0.176 0.013 0.104
C -3.017 -0.691 0.651 -0.323 -0.185 -0.216
C -0.748 -0.636 -0.120 -0.510 -0.054 0.234
C -3.395 -1.389 -0.491 0.174 0.068 0.038
C 1.163 0.232 1.036 1.507 1.026 1.410
C -5.686 -1.454 0.134 -0.059 0.031 0.112
C 4.984 1.885 1.520 -0.106 -0.323 -0.478
C 4.139 2.029 -1.566 0.136 -0.368 0.437
O 0.760 0.468 2.142 0.186 -0.388 -1.316
O 0.610 -0.267 -0.029 -0.349 -0.355 -0.763
O -4.662 -1.789 -0.775 0.184 -0.079 -0.173
Si 4.196 1.007 0.035 -1.262 0.728 0.465
Cl 5.162 -0.749 -0.334 0.275 -0.363 -0.091
H -0.360 -1.590 -1.995 0.095 -0.024 -0.073
H -1.416 0.235 1.717 -0.002 -0.016 0.015
H -2.730 -2.261 -2.318 -0.020 -0.064 -0.126
H -3.732 -0.433 1.414 -0.098 0.019 0.042
H -6.612 -1.791 -0.324 -0.006 0.008 0.045
H -5.734 -0.375 0.297 -0.027 0.014 0.013
H -5.549 -1.962 1.093 0.001 0.029 -0.003
H 5.082 1.207 2.362 -0.057 -0.151 0.037
H 5.980 2.248 1.270 0.129 0.023 -0.118
H 4.388 2.732 1.842 -0.191 0.134 -0.039
H 5.146 2.313 -1.872 0.152 -0.026 0.045
H 3.697 1.458 -2.378 -0.071 -0.139 -0.009
H 3.562 2.938 -1.443 -0.157 0.156 0.154
```
Positions in Å, forces in eV/Å.

HOMO level (alpha / beta) = -7.260 / -8.301 eV
net charge = 0
LUMO (alpha / beta) = -0.1 / -0.1 eV

2.
The following is a quantum chemistry calculation of a molecular structure, C10H13F6NNiO4S2, from the Open Molecules 2025 dataset.

XYZ file:
```
37
Properties=species:S:1:pos:R:3:forces:R:3
C 2.357 1.791 0.390 -0.354 2.300 -0.976
C 2.890 0.695 -2.242 2.334 -2.456 -1.488
C 3.393 1.014 1.007 2.698 0.308 2.698
H 1.600 2.215 1.062 0.136 -0.243 -0.483
C 2.596 -0.590 -1.637 3.078 -0.667 -2.362
H 2.743 0.718 -3.327 -0.485 0.048 0.325
H 4.303 1.653 0.994 -0.220 0.220 -0.325
H 2.163 -1.332 -2.318 -0.050 0.322 0.060
C 4.029 -0.292 0.486 0.183 -0.706 0.089
H 4.351 -0.874 1.360 -0.125 0.063 -0.179
H 4.968 -0.069 -0.054 -0.461 0.054 0.253
C 2.968 2.735 -0.664 -0.883 -1.025 -0.345
H 3.697 3.418 -0.208 -0.207 -0.055 0.044
H 2.184 3.333 -1.148 0.213 0.034 -0.049
C 3.722 1.842 -1.719 0.395 0.981 -0.155
H 4.689 1.510 -1.315 -0.376 0.114 -0.113
H 3.934 2.488 -2.583 0.133 -0.214 0.269
C 3.204 -1.222 -0.413 -0.282 0.184 1.012
H 3.871 -2.048 -0.711 -0.358 0.190 -0.169
H 2.386 -1.671 0.175 0.282 0.011 -0.209
Ni 1.468 0.708 -1.162 -5.967 2.379 3.044
H 3.247 1.160 2.107 -0.292 -1.607 -0.477
F -1.748 -3.769 1.712 -0.310 0.889 -0.240
C -2.195 -2.531 1.396 -0.415 -0.403 0.468
F -3.447 -2.635 0.900 1.048 0.025 0.415
F -2.231 -1.783 2.520 0.013 -0.645 -0.792
S -1.055 -1.752 0.153 -1.432 0.443 -0.165
O 0.207 -1.584 0.836 -0.002 -0.047 -0.482
O -1.135 -2.526 -1.064 0.460 0.399 0.880
N -1.920 -0.388 0.111 1.206 -0.030 -0.995
S -1.584 0.758 -0.930 -1.637 -0.508 1.581
O -0.453 1.603 -0.488 0.798 -0.686 -1.004
O -1.704 0.427 -2.320 0.554 0.348 0.191
C -3.028 1.821 -0.430 -0.297 0.353 0.051
F -4.193 1.191 -0.679 0.958 0.623 0.199
F -2.942 2.111 0.885 -0.204 -0.156 -1.066
F -2.984 2.978 -1.133 -0.132 -0.841 0.497
```
Positions in Å, forces in eV/Å.

HOMO level (alpha / beta) = -8.939 / -10.000 eV
net charge = 0
LUMO (alpha / beta) = -0.4 / -2.2 eV
spin multiplicity = 3

3.
The following is a quantum chemistry calculation of a molecular structure, C10H13HgNO2, from the Open Molecules 2025 dataset.

XYZ file:
```
27
Properties=species:S:1:pos:R:3:forces:R:3
C 1.538 -1.435 -1.780 -0.440 -1.611 -0.153
C 0.123 -1.368 -2.051 0.515 -0.916 0.418
C -0.568 -2.021 -0.960 0.841 -1.553 -0.914
C 0.432 -2.554 -0.058 0.124 -0.663 -1.443
C 1.733 -2.189 -0.563 -0.861 -0.488 -1.130
Hg 0.437 -0.097 0.080 1.983 2.693 3.109
C -0.975 1.545 -0.844 -0.179 1.758 -1.674
C 0.197 1.885 -1.445 -1.702 1.078 0.207
C 1.122 2.469 -2.170 0.702 -0.559 -0.147
N 2.157 1.143 0.503 -0.068 0.585 0.713
H -1.650 -2.172 -0.882 0.534 0.221 0.115
H -0.352 -0.843 -2.885 0.214 -0.152 0.335
H 0.224 -3.119 0.853 0.066 0.389 -0.304
H 2.684 -2.376 -0.064 -0.372 0.215 -0.172
H 2.317 -0.971 -2.382 -0.238 -0.017 0.322
H -1.695 0.895 -1.366 0.597 0.156 0.315
H 3.086 1.580 0.432 -0.336 -0.568 -0.573
H -1.344 2.016 0.081 0.577 -0.194 -0.571
H 0.916 3.272 -2.891 -0.394 -0.149 0.311
H 2.174 2.153 -2.106 -0.664 0.014 0.230
C -2.054 0.757 3.460 0.448 0.478 -0.367
O -1.144 0.828 2.337 -1.619 0.282 1.977
C -1.047 -0.316 1.692 2.604 -0.807 -3.429
O -1.578 -1.374 1.897 -1.742 -0.247 1.995
H -1.661 0.047 4.187 -0.260 0.007 0.103
H -3.043 0.471 3.100 -0.043 -0.072 0.272
H -2.031 1.775 3.825 -0.288 0.121 0.454
```
Positions in Å, forces in eV/Å.

HOMO level (alpha / beta) = 2.464 / 2.478 eV
net charge = -2
LUMO (alpha / beta) = 5.6 / 5.6 eV

4.
The following is a quantum chemistry calculation of 2 unconnected molecules or ions with the total composition C10H13IN, from the Open Molecules 2025 dataset.

XYZ file:
```
25
Properties=species:S:1:pos:R:3:forces:R:3
I 1.994 1.700 1.693 0.017 -0.095 0.032
C 1.405 1.246 -0.325 -0.100 0.234 0.103
C 2.254 2.101 -1.288 -0.123 0.182 0.431
C 1.561 3.423 -1.139 -0.063 -0.115 0.095
N 0.352 3.259 -0.751 0.209 -0.115 0.021
C 0.025 1.813 -0.638 0.097 -0.179 -0.521
H 1.462 0.168 -0.420 0.052 0.025 -0.285
H 3.311 2.160 -1.047 0.044 -0.030 -0.126
H 2.117 1.766 -2.325 0.116 -0.012 -0.033
H 1.980 4.409 -1.298 -0.023 0.015 -0.057
H -0.280 4.015 -0.514 -0.087 0.027 -0.157
H -0.214 1.515 -1.667 -0.239 -0.173 0.117
H -0.820 1.563 -0.009 0.147 0.280 0.335
C -0.620 -1.235 1.101 -0.002 0.033 -0.140
C -1.971 -1.379 1.390 -0.005 0.006 -0.024
C -2.614 -2.573 1.094 0.005 0.004 -0.001
C -1.907 -3.617 0.513 0.002 0.000 0.000
C -0.556 -3.473 0.227 -0.002 0.006 0.001
C 0.088 -2.279 0.520 -0.009 0.008 -0.009
H -0.114 -0.304 1.327 -0.045 -0.086 0.188
H -2.520 -0.570 1.855 0.003 -0.005 0.006
H -3.665 -2.692 1.321 0.002 -0.002 0.006
H -2.409 -4.549 0.288 0.000 0.002 -0.001
H -0.006 -4.292 -0.217 0.000 0.001 -0.001
H 1.147 -2.175 0.310 0.003 -0.012 0.020
```
Positions in Å, forces in eV/Å.

HOMO level = -11.929 eV
net charge = +1
LUMO = -4.8 eV

5.
The following is a quantum chemistry calculation of a gas-phase ion, C10H13N2O2 (charge +1), from the Open Molecules 2025 dataset.

XYZ file:
```
27
Properties=species:S:1:pos:R:3:forces:R:3
C -3.073 1.207 0.554 -0.014 1.566 3.066
C -1.918 0.242 0.721 -0.719 -1.882 0.011
O -0.922 0.519 1.337 0.253 0.564 0.364
C -1.813 -1.283 0.101 -0.464 1.310 -2.237
O -0.773 -1.919 0.745 -0.089 -0.636 0.249
C -1.355 -0.871 -1.379 -1.200 0.021 0.724
C -0.267 -0.239 -1.796 0.646 -0.250 -1.368
C 0.897 0.186 -1.041 0.325 0.267 2.460
C 0.928 1.547 -0.617 1.206 -2.127 0.296
C 1.935 1.851 0.265 1.636 -0.879 -0.299
C 2.957 0.933 0.564 1.878 0.294 1.633
N 2.927 -0.367 0.183 -2.694 2.970 -0.841
N 3.817 -1.245 0.647 2.882 -1.223 0.977
C 1.802 -0.740 -0.505 0.778 1.441 -0.501
H -4.005 0.867 1.240 2.054 0.651 -2.064
H -3.262 1.440 -0.479 -0.685 -0.404 -0.426
H -2.689 2.242 1.017 -0.882 -2.330 -0.846
H -2.763 -1.964 -0.017 1.748 1.580 0.637
H -0.345 -1.249 1.300 -0.081 0.158 0.173
H -2.127 -0.955 -2.125 -0.235 -0.342 -0.200
H -0.057 0.047 -2.854 -1.057 -0.396 0.522
H 0.141 2.215 -0.873 -0.340 0.464 -0.258
H 2.088 2.797 0.711 -0.184 0.969 0.279
H 3.880 1.182 1.241 -2.075 -0.277 -1.441
H 4.855 -1.046 0.565 -2.003 0.322 -0.149
H 3.636 -2.184 0.355 -0.271 -0.389 -0.225
H 1.721 -1.774 -0.619 -0.411 -1.439 -0.536
```
Positions in Å, forces in eV/Å.

HOMO level = -13.023 eV
net charge = +1
structure (SMILES) = CC(=O)[C@H](O)/C=C\c1ccc[n+](N)c1
LUMO = -4.2 eV

6.
The following is a quantum chemistry calculation of a molecular structure, C10H13N2O5SSr, from the Open Molecules 2025 dataset.

XYZ file:
```
32
Properties=species:S:1:pos:R:3:forces:R:3
O 0.312 1.690 -4.690 -2.663 0.918 -2.107
C -0.573 2.022 -5.358 2.818 -0.891 1.862
Sr 0.842 -1.636 -2.219 -2.533 -0.536 -0.348
O 0.185 2.033 -1.622 0.889 -1.177 -0.565
C 0.335 0.919 -1.955 -1.919 0.396 0.899
C -2.587 -0.790 -2.783 2.430 -2.429 0.809
O -1.686 -1.583 -2.455 -2.706 1.488 -0.714
C 2.206 0.477 -2.327 0.843 2.359 -0.455
O 3.012 1.352 -2.424 -0.543 -1.792 0.198
C -2.800 0.402 -3.250 0.522 3.414 -2.470
O -2.875 1.372 -3.948 -0.668 -2.609 2.230
H 2.467 -0.689 -2.220 3.467 1.026 -0.054
C 2.467 -0.635 0.902 0.040 -0.137 0.007
N 1.216 -0.227 1.556 -0.496 -1.055 -0.092
C 1.362 0.197 2.954 0.112 0.552 0.361
C 0.057 -0.898 1.239 -0.051 0.572 0.475
S 0.048 -2.352 0.327 -0.011 -0.076 0.438
N -1.102 -0.416 1.750 0.853 -0.056 -0.876
C -1.252 1.012 2.032 -0.153 0.509 0.497
C -2.347 -1.145 1.524 -0.055 -0.239 0.229
H 3.309 -0.240 1.486 -0.294 0.041 -0.376
H 2.526 -0.240 -0.125 0.053 -0.010 0.528
H 2.560 -1.731 0.863 -0.023 0.315 0.116
H 1.330 1.289 3.037 0.043 -0.185 0.059
H 0.569 -0.231 3.573 0.180 0.045 -0.146
H 2.325 -0.143 3.348 -0.224 -0.011 -0.174
H -0.732 1.647 1.306 0.014 -0.307 0.044
H -2.318 1.253 2.006 0.241 -0.059 -0.112
H -0.900 1.271 3.037 -0.089 -0.034 -0.231
H -2.656 -1.094 0.472 0.033 0.023 0.225
H -2.195 -2.193 1.796 -0.234 0.205 -0.056
H -3.106 -0.691 2.169 0.122 -0.259 -0.201
```
Positions in Å, forces in eV/Å.

HOMO level (alpha / beta) = -10.456 / -10.479 eV
net charge = +1
LUMO (alpha / beta) = -5.6 / -5.6 eV

7.
The following is a quantum chemistry calculation of a molecular structure, C10H13N2O5SV, from the Open Molecules 2025 dataset.

XYZ file:
```
32
Properties=species:S:1:pos:R:3:forces:R:3
O 0.017 1.745 -3.778 -0.001 -1.656 2.467
C 0.015 1.104 -2.828 -0.070 1.790 -2.899
V 0.135 -0.093 0.227 0.569 -3.921 1.967
C -0.133 0.746 1.967 -0.919 2.676 4.392
O -0.273 1.239 3.013 0.506 -1.703 -3.189
C -0.111 -2.053 0.033 -2.413 -3.021 1.187
O -0.309 -3.224 -0.060 0.684 2.525 0.420
C 1.734 0.484 -0.617 6.238 2.506 -2.667
O 2.789 0.767 -1.020 -3.726 -1.071 1.274
C -1.623 0.361 -0.404 -6.282 1.041 -1.765
O -2.741 0.515 -0.706 4.249 -0.483 1.081
H 0.108 -1.457 -0.941 1.023 0.914 -1.797
C 2.309 1.258 5.556 -0.333 -0.019 0.424
C 1.758 -0.153 5.421 0.027 -0.412 0.248
N 2.338 -0.786 4.201 -0.635 0.506 -0.754
C 1.554 -1.436 3.315 -0.398 -0.691 0.371
S 1.969 -1.308 1.607 0.337 0.305 0.161
N 0.535 -2.228 3.718 0.809 0.298 -0.889
C 0.383 -2.879 5.037 0.008 0.026 0.275
C -0.976 -2.617 5.699 0.094 -0.157 0.239
H 3.397 1.222 5.572 0.052 0.272 0.088
H 1.930 1.693 6.487 0.326 -0.145 0.019
H 1.947 1.943 4.779 0.211 -0.436 -0.108
H 1.919 -0.810 6.304 0.297 0.747 -0.463
H 0.680 -0.098 5.298 -0.164 -0.099 -0.152
H 3.090 -0.231 3.757 -0.719 -0.588 0.324
H 0.092 -2.748 2.951 0.234 0.574 0.392
H 0.473 -3.956 4.851 0.156 0.207 0.084
H 1.228 -2.573 5.676 -0.471 -0.220 -0.342
H -1.786 -3.145 5.154 0.389 0.595 0.193
H -0.949 -3.069 6.710 -0.032 0.302 -0.453
H -1.178 -1.532 5.803 -0.049 -0.665 -0.130
```
Positions in Å, forces in eV/Å.

HOMO level (alpha / beta) = -11.980 / -12.283 eV
net charge = +1
LUMO (alpha / beta) = -4.2 / -5.4 eV
spin multiplicity = 4

8.
The following is a quantum chemistry calculation of a gas-phase ion, C10H13N2OS2 (charge +1), from the Open Molecules 2025 dataset.

XYZ file:
```
28
Properties=species:S:1:pos:R:3:forces:R:3
C -1.155 3.085 3.898 -1.553 0.979 2.879
S -1.592 1.624 2.978 0.708 -0.372 -0.970
C -0.109 1.193 2.135 -2.648 -0.335 -1.237
S 1.330 1.753 1.990 1.185 0.309 0.332
N -0.546 0.029 0.952 0.760 1.016 2.130
C -0.123 -1.326 1.367 -1.195 -0.963 -0.429
N -1.737 -0.011 0.189 0.835 0.773 -1.912
C -0.394 0.460 -0.421 -1.966 1.448 0.890
C 0.120 -0.385 -1.454 -0.108 -0.984 -0.759
C -0.605 -1.513 -1.797 0.274 -0.442 -0.840
C -0.108 -2.434 -2.766 -2.562 0.260 0.811
C 1.082 -2.211 -3.361 0.799 3.132 2.588
C 1.849 -1.096 -2.887 -0.549 -0.389 -2.222
C 1.327 -0.102 -2.084 1.098 -1.933 0.994
O 2.062 0.905 -1.568 -1.800 0.792 0.602
H -2.175 3.419 4.427 1.995 -0.943 -1.261
H -0.802 4.014 3.416 0.098 -0.972 -0.310
H -0.522 2.764 4.767 -0.278 0.544 -0.956
H 0.115 -1.236 2.411 -0.030 -0.453 0.432
H -1.023 -2.000 1.143 1.595 0.811 0.594
H 0.758 -1.644 0.807 -0.181 0.094 0.007
H -2.407 0.751 0.187 0.352 0.586 1.140
H -0.162 1.554 -0.449 -0.524 -1.025 -0.097
H -1.578 -1.537 -1.299 0.339 -0.806 -0.562
H -0.755 -3.233 -3.132 0.151 0.105 0.335
H 1.448 -2.779 -4.130 0.884 -1.466 -1.593
H 2.763 -0.946 -3.436 0.525 0.256 0.261
H 2.935 0.900 -1.885 1.795 -0.023 -0.845
```
Positions in Å, forces in eV/Å.

HOMO level = -12.025 eV
net charge = +1
structure (SMILES) = CSC(=S)[N@@+]1(C)N[C@@H]1c1ccccc1O
LUMO = -4.4 eV